18
Properties=species:S:1:pos:R:3:forces:R:3 method="wB97M-V/def2-TZVPD" homo_lumo_gap_ev=11.52 charge=+1 smiles=C[NH2+][C@H](C)CO
C 1.53891 -0.66594 -1.64887 -0.565 1.514 0.464
N 0.75485 -0.74075 -0.38038 -0.550 -0.482 1.799
C -0.43328 0.21730 -0.11571 -0.237 -1.001 -0.061
C 0.07683 1.51612 0.44837 0.129 1.260 -1.640
C -1.35269 -0.54104 0.88202 0.314 0.050 -0.446
O -2.19296 0.37771 1.50679 0.029 0.115 0.110
H 2.55971 -0.94345 -1.42318 -0.035 -0.797 -0.505
H 0.93413 -1.13296 -2.41599 0.570 -0.679 -0.108
H 1.59142 0.37990 -1.94821 -0.052 0.157 0.196
H 0.42331 -1.69525 -0.19605 -0.153 -0.011 -0.747
H 1.30947 -0.63271 0.47638 0.606 0.414 -0.503
H -0.94104 0.26598 -1.07930 0.106 0.489 0.024
H -0.51250 2.34624 0.03283 -0.493 -0.332 0.664
H 1.01125 1.81754 -0.05167 0.297 -0.513 0.597
H 0.10562 1.58329 1.53443 0.135 -0.138 -0.164
H -0.68915 -1.07008 1.57487 -0.111 0.003 0.326
H -1.95255 -1.28948 0.35220 0.132 -0.050 -0.053
H -2.23135 0.20755 2.45146 -0.122 0.001 0.048

21
Properties=species:S:1:pos:R:3:forces:R:3 method="wB97M-V/def2-TZVPD" homo_lumo_gap_ev=7.31 charge=+1
C 4.07591 -1.82238 0.46129 0.063 0.137 0.095
C 2.56731 0.04390 -0.06569 -4.442 -0.833 -1.153
C -2.15272 -0.86359 0.04648 0.216 0.055 0.043
C -2.24610 1.66235 -0.25315 0.234 -0.092 0.312
C -1.42753 0.46212 0.18183 0.007 -0.070 -0.470
N 3.38923 -0.79121 0.25337 0.859 -0.570 0.149
N 0.60999 -0.71249 -0.58368 3.771 -0.915 1.078
N -0.16346 0.36708 -0.82018 -1.125 1.547 -0.286
O -0.87773 0.68347 1.41347 0.052 0.080 0.315
Cl 2.56514 1.68882 -0.13453 0.632 0.667 0.150
H 4.14741 -2.23048 1.45888 -0.083 -0.010 0.177
H 4.63481 -2.28068 -0.34162 0.025 0.020 -0.215
H -2.66730 -0.93526 -0.90788 -0.040 -0.004 -0.116
H -1.44178 -1.68686 0.12902 -0.036 -0.029 0.047
H -2.89096 -0.94998 0.84025 -0.044 0.063 0.029
H -2.38973 1.68629 -1.33036 -0.033 -0.032 -0.118
H -1.77113 2.58296 0.08054 0.056 0.061 -0.051
H -3.22500 1.60471 0.21762 -0.038 0.002 -0.002
H -0.52185 0.39157 -1.79600 0.254 0.131 0.238
H 0.37965 1.24794 -0.66769 -0.322 -0.238 -0.052
H -0.59416 -0.14827 1.81802 -0.005 0.031 -0.171

The records above yield HOMO values of -14.83, -12.38 eV, respectively.